[1]
# C33H35ClN4O13

5 unconnected molecules or ions with the total composition C33H35ClN4O13 (wB97M-V/def2-TZVPD, the OMol25 dataset).

Last column: Löwdin charge in e.
Cartesian coordinates (Å):
Cl1 3.9678 -1.2582 -0.9971  0.708
O1 -2.3000 7.3474 1.0378  0.077
O2 3.4677 -4.7468 0.4154  0.043
O3 -0.0688 -0.4095 -3.5090  0.137
O4 -2.7556 1.0899 4.7533  0.047
O5 5.0098 -5.8279 -0.6325  0.204
O6 3.2381 1.3399 2.0750  0.072
O7 1.9686 -0.1121 3.0358  0.057
O8 -0.6797 -1.4071 -1.6642  -0.020
O9 4.4252 -3.9138 -1.5120  -0.045
O10 -3.4750 6.0907 2.3368  0.063
O11 1.5067 -5.2932 -8.1457  0.073
O12 0.8374 -4.6005 -10.0741  0.072
O13 -4.5098 0.6917 5.9405  0.095
N1 2.1609 0.9653 2.4959  -0.348
N2 -3.3149 0.6334 5.7384  -0.326
N3 0.9476 -4.4885 -8.8673  -0.353
N4 -3.2718 6.6560 1.2772  -0.350
C1 1.0096 1.8627 2.3339  -0.152
C2 1.7053 -3.1223 0.8405  -0.144
C3 6.1773 -1.8218 0.4455  -0.113
C4 -6.3210 5.5401 -0.5583  -0.064
C5 -2.4787 -0.0318 6.7475  -0.140
C6 -1.1080 -0.0832 6.5630  0.004
C7 -4.9812 6.8947 -2.0294  -0.065
C8 -3.0799 -0.5831 7.8647  -0.003
C9 -4.0513 7.0788 -1.0195  -0.004
C10 0.9210 -2.0169 0.0855  -0.196
C11 5.7152 -3.3128 -1.5732  -0.161
C12 0.4849 -3.1254 -6.8678  0.001
C13 -4.2679 6.4827 0.2099  -0.149
C14 0.3602 -3.2973 -8.2353  -0.151
C15 -1.3160 2.3041 2.6480  -0.056
C16 -0.2261 1.4674 2.8150  -0.007
C17 0.0875 3.9104 1.5267  -0.056
C18 -0.0862 -2.0116 -6.2722  -0.056
C19 -2.2873 -1.1935 8.8226  -0.064
C20 -1.1602 3.5232 2.0005  -0.046
C21 0.1330 -2.4883 -1.1278  -0.159
C22 2.1197 -4.3608 0.0180  -0.126
C23 -0.3137 -2.3794 -9.0205  -0.009
C24 1.1824 3.0781 1.6943  -0.006
C25 -5.3941 5.7178 0.4556  -0.002
C26 -0.3216 -0.6930 7.5261  -0.059
C27 -6.1133 6.1243 -1.8003  -0.069
C28 0.0798 -0.5658 -2.3776  -0.397
C29 -0.8844 -1.2696 -8.4185  -0.068
C30 4.3303 -4.8913 -0.5855  -0.640
C31 -0.7731 -1.0875 -7.0462  -0.062
C32 5.6700 -1.8473 -0.9967  -0.624
C33 -0.9099 -1.2453 8.6557  -0.068
H1 0.7513 -0.7351 7.3968  0.111
H2 6.4611 -3.8856 -1.0399  0.122
H3 -6.8356 5.9778 -2.5930  0.108
H4 -1.2239 -0.2227 -6.5763  0.109
H5 1.0172 -3.8462 -6.2646  0.117
H6 -4.1511 -0.5414 7.9971  0.120
H7 0.1915 -1.6166 0.7884  0.114
H8 -0.4726 -3.3643 -0.9413  0.136
H9 -1.4192 -0.5469 -9.0199  0.106
H10 -3.1710 7.6785 -1.1989  0.119
H11 2.1127 -4.2138 -1.0557  0.113
H12 -2.7435 -1.6269 9.7021  0.109
H13 6.4866 -0.8170 0.7057  0.077
H14 0.8814 -0.0098 -1.8791  0.146
H15 6.9990 -2.5290 0.5095  0.077
H16 1.4523 -5.1696 0.2889  0.127
H17 -2.0132 4.1739 1.8651  0.085
H18 2.1522 3.3802 1.3266  0.118
H19 -0.3504 0.5181 3.3149  0.105
H20 -7.2048 4.9426 -0.3810  0.109
H21 -4.8219 7.3500 -2.9973  0.109
H22 -2.2842 2.0045 3.0171  0.081
H23 5.9608 -3.2274 -2.6231  0.126
H24 -0.0010 -1.8636 -5.2075  0.078
H25 0.8498 -2.7279 -1.9159  0.117
H26 -5.5554 5.2603 1.4209  0.121
H27 6.2425 -1.1792 -1.6198  0.092
H28 -0.4009 -2.5198 -10.0879  0.117
H29 0.2056 4.8615 1.0250  0.109
H30 5.4208 -2.1565 1.1485  0.073
H31 2.6239 -2.6680 1.1881  0.088
H32 1.5935 -1.1987 -0.1272  0.033
H33 -0.6478 0.3462 5.6853  0.107
H34 1.1307 -3.4236 1.7099  0.112
H35 -0.2925 -1.7168 9.4094  0.108

Computed properties:
Largest force on an atom: 4.7 eV Å⁻¹
LUMO energy: -0.8 eV
HOMO-LUMO gap: 0.3319 hartree
Structure (SMILES): C[C@H](Cl)COC(=O)OCCCCOC=O.O=[N+]([O-])c1ccccc1.O=[N+]([O-])c1ccccc1.O=[N+]([O-])c1ccccc1.O=[N+]([O-])c1ccccc1
Total charge: 0
Calculated total energy: -2935.41798 Ha
Multiplicity: 1

---

[2]
# C26H29F3NO4

4 unconnected molecules or ions with the total composition C26H29F3NO4 (wB97M-V/def2-TZVPD, the OMol25 dataset).

Last column: Löwdin charge in e.
Cartesian coordinates (Å):
F1 2.8576 -0.2121 2.9614  0.060
F2 1.0613 -0.2489 -2.7859  0.064
F3 0.5653 -2.0400 0.8322  0.056
O1 -6.0965 0.9364 -0.3021  -0.091
O2 -1.9928 1.4227 -0.7286  -0.110
O3 -1.0938 4.4207 -0.0668  -0.060
O4 -2.7204 4.5800 1.4209  -0.090
N1 -3.9594 2.5072 -0.2698  -0.103
C1 -6.2228 1.9324 0.5625  -0.286
C2 5.6794 1.3379 0.4293  -0.104
C3 1.2286 -2.6560 1.8244  -0.289
C4 4.8590 -0.4870 1.7644  -0.021
C5 0.7708 -1.0820 -3.7959  -0.283
C6 -0.0298 0.9254 0.6488  -0.059
C7 -1.0431 0.4423 -0.3793  -0.262
C8 0.9873 -2.2680 3.1259  -0.026
C9 -3.0196 1.5292 0.2241  -0.234
C10 2.1361 -3.6497 1.5159  -0.020
C11 2.8261 -4.2713 2.5470  -0.096
C12 0.3632 -0.5554 -5.0053  -0.009
C13 5.8104 0.0393 0.9024  -0.094
C14 -2.2691 4.2948 0.2802  -0.754
C15 4.5920 2.1119 0.8140  -0.075
C16 2.5943 -3.8983 3.8641  -0.104
C17 -4.9620 2.8527 0.7006  -0.158
C18 0.8858 -2.4436 -3.5967  -0.014
C19 -6.0858 0.4300 1.1946  -0.041
C20 0.0682 -1.4212 -6.0478  -0.088
C21 0.5799 -3.3031 -4.6415  -0.091
C22 -3.2710 3.7231 -0.7492  -0.108
C23 0.1739 -2.7938 -5.8675  -0.107
C24 1.6739 -2.8985 4.1510  -0.084
C25 3.7852 0.2991 2.1310  -0.279
C26 3.6322 1.5905 1.6679  -0.008
H1 -4.6441 2.7608 1.7425  0.120
H2 -3.5074 0.5465 0.2738  0.114
H3 -5.1687 0.7980 1.7266  0.042
H4 1.4905 -2.6081 5.1767  0.106
H5 -1.5339 -0.4960 -0.0874  0.112
H6 -5.4007 3.8243 0.4976  0.119
H7 0.2785 0.5167 -5.1214  0.122
H8 0.6121 0.0755 0.8885  0.042
H9 4.9426 -1.4950 2.1507  0.111
H10 -2.6373 1.7860 1.2269  0.133
H11 4.4887 3.1241 0.4476  0.108
H12 -0.0612 -3.4671 -6.6815  0.096
H13 0.6582 -4.3727 -4.4979  0.100
H14 6.6547 -0.5661 0.5994  0.099
H15 2.7719 2.1732 1.9708  0.125
H16 -2.7807 3.5802 -1.7057  0.103
H17 -7.1831 2.4049 0.6974  0.119
H18 6.4245 1.7464 -0.2410  0.096
H19 -5.5714 -0.4820 0.8771  0.093
H20 -0.5343 1.2850 1.5415  0.076
H21 -0.2456 -1.0224 -7.0033  0.102
H22 -0.4848 0.2280 -1.2897  0.095
H23 1.2099 -2.8183 -2.6347  0.113
H24 0.6317 1.6748 0.2266  0.077
H25 3.5461 -5.0472 2.3213  0.099
H26 2.2975 -3.9275 0.4825  0.113
H27 3.1319 -4.3866 4.6667  0.096
H28 0.2736 -1.4805 3.3274  0.126
H29 -4.0232 4.4984 -0.9052  0.108

Computed properties:
Relative energy (zero: lowest compared OMol25 entry of this formula, charge and spin): 11.8 kcal/mol
Largest force on an atom: 2.0 eV Å⁻¹
LUMO energy: 2.3 eV
HOMO-LUMO gap: 0.2311 hartree
Total charge: -1
Calculated total energy: -1663.28466 Ha
Multiplicity: 1

---

[3]
# CH2BN

A single CH2BN molecule (wB97M-V/def2-TZVPD, the OMol25 dataset).

Last column: Löwdin charge in e.
Cartesian coordinates (Å):
N1 3.1290 0.0017 0.0739  0.124
C1 2.0122 0.0040 -0.1492  -0.191
B1 0.4326 -0.0119 0.0448  0.077
H1 -0.2440 -0.9606 -0.0997  0.016
H2 -0.0505 0.9539 0.1685  -0.026

Computed properties:
Relative energy (zero: lowest compared OMol25 entry of this formula, charge and spin): 2.2 kcal/mol
Largest force on an atom: 3.4 eV Å⁻¹
LUMO energy: -1.2 eV
HOMO-LUMO gap: 0.4056 hartree
Structure (SMILES): BC#N
Total charge: 0
Calculated total energy: -118.85747 Ha
Multiplicity: 1

---

[4]
# C13H16FeNO5

A molecular structure, C13H16FeNO5 (wB97M-V/def2-TZVPD, the OMol25 dataset).

Last column: Mulliken spin population.
Cartesian coordinates (Å):
Fe1 4.0024 1.0799 -2.6013  1.917
O1 4.9208 -1.5039 -1.7029  0.021
O2 5.7934 2.3341 -0.7139  0.018
O3 -1.2423 -1.9016 1.6166  0.003
O4 6.1730 0.9058 -4.3914  0.032
O5 -3.4484 -1.5110 1.2389  0.001
N1 -0.5786 0.5069 1.9578  0.063
C1 0.2596 0.7409 0.7082  -0.008
C2 4.3361 -0.5343 -1.9955  0.045
C3 1.2435 2.3659 -1.5928  0.128
C4 -3.5872 -2.9924 1.5218  0.000
C5 0.8118 2.9583 -0.3849  0.411
C6 0.3681 2.1842 0.6788  0.517
C7 -5.0644 -3.2386 1.2410  0.000
C8 -2.1650 -1.1445 1.3111  0.007
C9 4.9585 1.9412 -1.4261  0.031
C10 1.1577 1.0272 -1.8334  0.639
C11 0.5860 0.1201 -0.7999  0.106
C12 5.2287 1.0506 -3.7460  -0.099
C13 -1.8643 0.3191 1.2047  -0.024
H1 -0.5778 -0.3176 2.6656  -0.024
H2 1.4889 -0.5184 -0.5882  0.025
H3 -2.9590 -3.5794 0.8152  0.000
H4 -5.3048 -4.3176 1.2050  0.000
H5 -5.6732 -2.7809 2.0464  0.000
H6 -0.1867 -0.4938 -1.3404  0.036
H7 -3.3584 -3.2548 2.5841  0.000
H8 0.8814 4.0461 -0.1780  0.020
H9 -0.4916 1.3405 2.6034  0.011
H10 -5.3874 -2.8074 0.2714  0.000
H11 -2.6493 0.8673 1.7022  -0.004
H12 -0.1076 2.7132 1.5384  0.015
H13 1.6949 3.0587 -2.2750  0.007
H14 1.4825 0.6489 -2.8131  -0.079
H15 1.0831 0.0530 1.3322  0.178
H16 -1.8244 0.6345 0.1398  0.003

Computed properties:
Relative energy (zero: lowest compared OMol25 entry of this formula, charge and spin): 63.5 kcal/mol
<S²>: 6.04
Largest force on an atom: 6.7 eV Å⁻¹
LUMO energy (alpha / beta): -3.4 / -6.3 eV
HOMO-LUMO gap (alpha / beta): 0.2472 / 0.1989 hartree
Total charge: +1
Calculated total energy: -2199.06909 Ha
Multiplicity: 5

---

[5]
# C26H23I2N3O5Tl

A molecular structure, C26H23I2N3O5Tl (wB97M-V/def2-TZVPD, the OMol25 dataset).

Last column: Löwdin charge in e.
Cartesian coordinates (Å):
Tl1 0.4255 -1.7898 1.3824  1.042
I1 -6.6869 1.7019 2.4576  1.110
I2 -1.1450 3.2919 3.2473  1.109
O1 2.6686 3.9411 -2.2548  -0.076
O2 -1.6085 -2.0875 -0.5363  -0.137
O3 -0.8097 0.1293 2.4767  -0.109
O4 2.4505 -0.5802 2.2602  -0.161
O5 1.0334 0.2695 0.0784  -0.149
N1 0.7012 -4.3304 -3.6937  0.096
N2 -1.5555 -1.6164 -2.7552  0.068
N3 -2.7205 -1.9745 2.7602  0.140
C1 3.4329 5.1629 -2.2820  -0.059
C2 2.9576 -3.6366 -3.9910  -0.052
C3 -1.8368 -1.2842 -1.4731  -0.519
C4 -2.0216 0.3650 2.8056  -0.313
C5 -4.9879 -2.7123 3.1371  -0.009
C6 2.8026 3.1870 -1.1427  -0.257
C7 2.7536 1.5429 1.1906  -0.102
C8 1.8133 1.2536 0.0975  -0.338
C9 3.9609 0.9696 3.3215  -0.006
C10 2.9700 0.5860 2.2472  -0.337
C11 -4.7798 1.0329 2.8154  -0.626
C12 -2.4088 0.0272 -1.1406  0.009
C13 -5.4015 -1.4073 3.3074  -0.003
C14 -3.7930 2.0178 2.8321  -0.248
C15 3.4753 2.7205 1.1496  -0.037
C16 1.8530 2.1338 -1.0591  0.098
C17 1.9661 -4.6363 -3.9299  -0.132
C18 -2.4594 1.7392 3.0072  -0.620
C19 -3.6221 -2.9346 2.8195  -0.069
C20 -4.4376 -0.3506 3.0865  -0.180
C21 -3.0796 -0.6782 2.8580  -0.133
C22 1.2459 -2.0421 -3.2776  -0.008
C23 2.5693 -2.3053 -3.6785  -0.054
C24 0.3400 -3.1145 -3.3271  -0.286
C25 3.6220 3.4809 0.0051  0.011
C26 -1.1110 -2.9466 -3.1155  -0.115
H1 3.2967 -1.5060 -3.7032  0.100
H2 -1.8110 0.5334 -0.3739  0.080
H3 3.1284 5.7942 -1.4266  0.100
H4 -6.4404 -1.1548 3.5902  0.104
H5 4.0659 3.0357 2.0160  0.118
H6 -5.6547 -3.5759 3.0516  0.124
H7 -3.2125 -3.9372 2.6758  0.132
H8 1.2389 1.9272 -1.9500  0.128
H9 3.5917 1.8161 3.8523  0.078
H10 -3.3843 -0.1359 -0.6738  0.095
H11 4.5208 5.0268 -2.3053  0.101
H12 4.0818 0.1491 4.0412  0.101
H13 1.0237 -1.0720 -2.8394  0.100
H14 -2.4811 0.7865 -1.8934  0.078
H15 4.2924 4.3440 -0.0811  0.108
H16 4.0089 -3.8842 -4.2982  0.114
H17 -4.0958 3.0483 2.6890  0.079
H18 4.8580 1.2936 2.8042  0.088
H19 -1.7620 -0.8854 -3.4505  0.164
H20 -1.7309 -3.2376 -3.9840  0.147
H21 -1.3448 -3.5014 -2.2188  0.120
H22 3.0761 5.7032 -3.1445  0.088
H23 2.1578 -5.6932 -4.0635  0.105

Computed properties:
Relative energy (zero: lowest compared OMol25 entry of this formula, charge and spin): 24.1 kcal/mol
Largest force on an atom: 3.9 eV Å⁻¹
LUMO energy (alpha / beta): -7.0 / -7.0 eV
HOMO-LUMO gap (alpha / beta): 0.0915 / 0.0916 hartree
Total charge: +1
Calculated total energy: -2312.57830 Ha
Multiplicity: 1